# 1
The following is a DFT calculation (ωB97M-V/def2-TZVPD) of one molecule with the formula C3H7NO2 at a distorted geometry.

Atoms and positions in Å:
H: 1.461378 -2.077815 2.709159
N: -0.296631 -0.259604 0.182052
C: -0.438486 0.557838 -0.885393
O: 0.113743 0.465599 -2.027612
H: -0.810706 0.095531 0.946628
H: -1.202653 2.225867 -1.477226
C: 0.915870 -1.111656 0.665082
H: 1.779814 -0.625184 0.231518
H: -0.192865 -1.466352 2.448012
H: 1.090204 -0.352753 2.911566
H: 0.720505 -2.120456 0.192173
O: -1.207370 1.676031 -0.636401
C: 0.852577 -1.278623 2.232962

Cartesian forces, eV/Å:
H -0.35 0.27 -1.00
N 0.78 -0.43 0.78
C 2.48 0.97 -3.99
O -1.49 -0.32 3.63
H -0.59 0.31 0.90
H 0.11 -1.27 1.30
C -1.91 -0.35 -0.71
H 0.38 -0.23 0.21
H -0.21 -0.41 0.21
H -0.23 -1.24 -1.81
H 0.70 1.07 0.56
O 0.03 -0.18 -0.73
C 0.29 1.79 0.65

HOMO-LUMO gap ... 10.814 eV
Relative energy (zero: lowest compared OMol25 entry of this formula, charge and spin) ... 1.010 eV
E ... -8809.518 eV
SMILES ... CCNC(=O)O
LUMO ... 0.778 eV

Mulliken population analysis, charges in e, atoms 1 to 8: 0.328, -0.230, 0.597, -0.642, 0.228, 0.342, -0.184, 0.304



# 2
The following is a DFT calculation (ωB97M-V/def2-TZVPD) of a 7-piece molecular cluster, C26H71N9O9 overall at a distorted geometry.

Atoms and positions in Å:
H: -3.406025 -2.886539 0.627687
H: 1.056965 -3.334799 4.515407
H: -2.456255 2.105501 -1.723813
H: 0.162385 -2.860819 2.773067
H: 2.037095 3.841481 0.637197
H: -3.488655 0.208641 -0.511073
H: -7.256345 2.365991 -0.692363
H: 5.979895 1.607531 -2.814833
H: -0.747895 2.020911 3.892787
H: -1.718545 0.013131 -3.128743
H: 2.947135 -0.574649 -1.065293
C: 6.935125 -0.435929 -4.026103
H: 2.711225 -4.663159 2.682697
H: -6.089355 -0.548209 1.359027
C: 1.882405 -4.904659 3.348157
H: 3.115145 -3.047889 -1.005173
O: 0.769015 -0.425719 -1.027823
H: 2.152265 -2.728169 1.359147
H: 1.975155 -4.480869 5.511777
C: 3.838355 3.126151 0.162907
H: 0.706265 -2.295949 0.476797
H: -0.199585 1.321911 -1.573413
H: -5.683755 3.727621 0.677267
H: -8.033985 0.811641 -0.940683
C: 1.963155 -3.938369 4.566447
H: -2.825155 -0.994779 -2.452693
H: -1.589085 3.908441 2.553567
H: -3.260245 4.759221 0.798057
H: -1.581115 -0.588139 2.471597
H: 4.418615 -2.012179 5.651707
C: -0.212565 0.501681 -0.855663
C: -5.907895 0.690061 -0.405883
C: 1.210325 -3.122409 0.977797
C: -1.946675 3.295821 1.725957
H: 2.128705 -5.897889 3.723547
H: 3.093205 3.143391 1.967867
N: 7.620035 0.155451 -6.348453
C: 3.361665 -2.248649 5.529067
H: 0.643705 -5.629249 1.904327
H: 0.047715 -0.468479 3.285647
H: -2.755065 -1.458789 5.643997
H: -6.263295 3.443441 2.241037
N: -2.626605 0.722631 -0.624143
C: -1.757645 -0.784549 -2.386943
H: -5.084785 -3.379379 0.355347
H: 9.608985 -1.082469 -5.493993
H: -2.401175 0.900491 0.344177
H: -1.983195 4.101901 -4.434393
C: 2.126195 0.096731 -0.813483
H: 8.846895 -2.209109 -4.485393
O: -1.570485 -0.321849 4.479817
H: -6.590895 -1.321749 -0.172263
H: 2.530485 3.975791 -1.035943
H: -0.734085 -3.876289 1.569767
N: -2.333095 2.757991 -2.484853
C: -0.965475 -0.073819 3.209537
H: -5.163135 1.588811 -1.981983
C: 2.162805 -3.555059 -1.159843
C: -7.266845 1.327051 -0.362803
N: -2.107375 1.913841 2.233677
H: 6.615195 -1.622439 -5.873373
H: -5.582125 5.002551 2.081727
H: -2.798695 -2.111129 4.013277
H: 6.651945 -1.229179 -3.334243
H: -3.464205 3.105541 0.290797
H: -7.675925 1.296101 0.647047
H: 4.865465 2.785351 1.795957
H: -1.368705 -2.281249 4.981007
H: -2.894115 2.029911 2.856297
H: 6.768625 0.668371 -6.169233
H: -1.081085 -1.605579 -2.624153
H: -0.147245 1.724111 2.260667
H: 4.650745 0.614981 -2.520843
H: 2.293315 -4.467869 -1.741093
H: 4.558375 1.834701 -3.897703
H: -4.686265 -2.497449 1.806297
C: -1.557585 -0.213619 -1.014433
H: 1.495645 -2.943919 -1.767703
O: 1.549625 -4.057459 -0.042703
H: 7.538445 -0.281789 -7.255243
H: 2.661185 -1.413649 5.514457
N: 2.686845 3.620071 -0.103683
C: 5.161985 1.116801 -3.342373
O: 5.776995 0.378281 -4.385243
H: 2.285175 0.985601 -1.423993
N: -5.431235 0.642281 -1.753283
C: -5.473745 3.981361 1.716307
C: -5.820515 -0.726429 0.317847
C: 7.338675 -0.924529 -5.451943
O: 4.744145 2.908351 -0.588043
H: -0.244605 0.918641 0.150927
H: 3.146875 -2.696419 6.499367
H: 2.100815 0.385051 0.237387
H: -5.204295 1.310961 0.148667
C: -3.233055 3.729401 1.154207
H: -4.565885 0.121701 -1.736953
C: -2.170565 -1.585899 4.732787
C: -0.929305 1.463511 2.973817
H: -1.162795 3.223621 0.972017
H: 8.745735 -2.486999 -6.082383
C: -4.447175 -2.586609 0.746587
H: -3.671425 4.653801 -4.598833
C: 0.225535 -3.667389 2.042617
O: -4.219585 3.569201 2.108067
O: -4.503705 -1.271879 0.158667
O: -4.426195 3.250621 -2.811133
H: -1.401235 3.017321 -2.775523
N: 3.945325 3.006651 1.443177
O: 3.127385 -3.096919 4.398897
C: -3.305075 3.369561 -3.136763
H: -1.533185 -1.044909 -0.309823
H: 7.728295 0.229261 -3.684783
C: 8.677245 -1.640179 -5.399523
N: -2.937155 4.163461 -4.108413
N: 0.572505 -4.936309 2.635667

Cartesian forces, eV/Å:
H -0.05 -0.17 0.13
H -0.10 0.29 0.43
H -0.49 -0.53 0.44
H -0.38 -0.18 0.16
H 0.07 0.19 -0.65
H 0.23 -0.18 -0.16
H 0.18 -0.03 -0.05
H -0.12 0.70 0.10
H 0.01 -0.13 0.30
H 0.67 0.11 -0.19
H -0.64 -0.54 0.19
C -1.29 1.14 -2.75
H 0.09 0.31 -0.15
H 0.18 -0.29 0.26
C 0.18 -0.17 0.34
H 0.14 0.06 0.26
O 2.77 -0.93 -0.73
H 0.05 0.04 0.61
H 0.21 0.06 0.08
C 2.22 0.00 -0.20
H -0.11 0.36 0.10
H 0.39 0.28 -0.23
H 0.17 0.78 -0.35
H 0.33 -0.20 -0.42
C -0.01 0.25 -1.49
H 0.02 -1.06 -0.07
H -0.03 0.58 -0.02
H 0.47 0.32 -0.07
H 0.33 0.13 -0.53
H -0.10 0.45 -0.79
C -1.83 0.24 0.19
C 0.79 -0.97 1.09
C -0.22 0.35 -0.89
C 1.24 -1.38 0.63
H -0.34 -0.20 -0.17
H 1.02 -0.24 0.77
N -1.39 0.95 0.22
C -0.57 -0.57 0.25
H -0.04 -0.06 -0.08
H 0.23 -0.13 -0.51
H -0.05 0.07 -0.08
H 0.26 -0.39 0.42
N 0.97 -0.33 0.24
C -0.93 0.86 -0.39
H -0.29 0.42 -0.64
H -0.52 0.66 -0.27
H -0.09 0.73 0.61
H -0.50 0.42 -0.38
C -1.70 0.52 0.14
H -0.31 0.07 0.64
O -1.06 0.43 -0.20
H 0.11 -0.60 0.07
H -0.26 -0.15 0.27
H -0.19 0.61 -0.07
N 3.03 0.15 -0.36
C -0.28 0.49 1.14
H 0.07 0.28 -0.60
C -0.20 -0.68 -1.43
C -0.94 -0.22 0.73
N -0.48 0.54 0.39
H -0.48 0.00 0.41
H -0.34 0.50 -0.98
H -0.05 0.75 -0.76
H 0.24 -0.05 -0.02
H 0.00 -0.16 -0.30
H 0.12 0.27 0.32
H -0.57 -0.14 0.47
H 0.11 -0.36 0.03
H -0.32 -0.62 0.26
H -0.23 1.16 -0.99
H -0.32 0.04 -0.02
H 0.69 -0.36 0.26
H -0.47 -0.70 -0.52
H 0.63 0.19 -0.38
H -0.27 0.06 0.63
H 0.09 -0.04 0.21
C 0.34 -0.09 0.31
H -0.07 0.53 0.14
O -1.03 -0.80 2.16
H 0.07 0.47 -0.49
H 0.41 0.55 -0.29
N -5.14 2.02 -3.02
C 1.53 0.72 -0.29
O -0.10 -1.22 0.90
H -0.14 0.18 -0.04
N -0.11 -0.80 -0.64
C -1.18 0.02 0.48
C -0.45 1.95 -1.54
C 2.54 -1.69 1.61
O 1.56 -0.60 -2.25
H 0.45 0.32 0.40
H -0.28 -0.80 0.00
H 0.74 0.07 0.15
H -0.01 0.40 0.71
C -0.59 0.48 -1.26
H -0.18 -0.08 -0.58
C 1.02 -0.10 1.00
C -0.41 -0.77 -1.16
H 0.03 0.43 -0.29
H -0.12 0.26 -0.69
C 0.94 0.77 0.31
H 0.46 -0.15 -0.10
C 0.92 -0.36 -1.36
O 0.29 -1.15 1.53
O -1.68 -0.98 0.33
O -5.49 -0.40 1.25
H 0.02 -0.39 0.38
N 1.02 -1.14 4.61
O -0.21 -0.41 1.05
C 1.65 -0.58 1.06
H 0.05 -0.31 0.23
H 0.09 -0.09 0.48
C 0.84 -2.40 1.05
N 1.26 1.95 -2.58
N 1.20 0.14 1.55

HOMO-LUMO gap ... 8.722 eV
Relative energy (zero: lowest compared OMol25 entry of this formula, charge and spin) ... 0.605 eV
E ... -59946.399 eV
SMILES ... COC[C@H](C)N.COC[C@H](C)N.COC[C@H](C)N.COCCNCCOC.COCCNCCOC.NC(N)=O.NC(N)=O
LUMO ... 0.055 eV

Mulliken population analysis, charges in e, atoms 1 to 8: 0.105, -0.358, -0.199, -0.587, 0.088, -0.816, 0.370, 0.386



# 3
The following is a DFT calculation (ωB97M-V/def2-TZVPD) of C23H38ClN7O8PrS2 as an isolated structure at a distorted geometry.

Atoms and positions in Å:
N: -1.931141 0.898609 0.851672
S: -2.601588 1.497438 -0.424743
H: -6.588828 6.075946 2.006125
O: -2.049128 -1.916896 3.022448
C: -4.849068 2.831649 0.359967
H: 0.928095 4.048651 1.540493
O: 0.949855 -2.482018 -0.595864
H: -3.102386 0.313669 2.529924
Pr: -0.019478 0.049909 -0.578478
H: -5.060667 6.943181 2.225967
O: 1.686789 2.203266 -4.409267
H: 0.824117 -3.049948 1.624321
H: 0.377529 -2.793892 -2.915250
H: 1.519142 -3.691834 -3.910397
C: -1.781029 -1.288974 2.000622
H: -0.157192 0.406220 2.462032
H: 2.086449 -0.208444 -4.996000
C: -3.547368 5.259164 0.693304
O: -2.923587 -2.528316 -3.221324
O: -0.785486 -1.493315 1.201861
H: 0.770422 2.772274 -0.693393
C: 2.094925 -5.576678 -2.107223
H: 4.405889 1.288732 -0.134942
O: -1.477024 1.977383 -1.247125
C: 1.523026 -0.131713 -4.082021
N: 2.692385 0.096963 0.328832
H: 1.298215 -4.597272 2.335364
H: 1.373610 -1.187084 2.506593
H: 0.310706 2.426539 3.400659
H: 2.800899 -5.960087 1.202453
N: -1.074422 -1.099502 -2.292945
O: 1.098773 1.449035 -2.364423
N: 1.915307 -4.290028 0.365797
C: 3.329370 1.231413 -0.345847
H: 2.060869 -0.063212 3.682442
H: 3.552300 0.884110 2.061118
N: 1.378329 -4.322907 -1.908988
Cl: 2.347777 -1.113282 -2.811721
H: 2.965105 3.312908 -0.665310
C: 2.192157 -6.376902 -0.828896
H: 1.197614 -6.710875 -0.525402
C: -2.847230 4.162938 0.214172
S: -2.401750 -1.729013 -2.118004
H: 3.784949 -5.180432 -0.033301
H: -5.348110 1.879389 0.208831
C: 2.759336 -5.462958 0.235799
H: -6.595182 3.847295 1.081547
H: -3.517133 -0.509497 1.036325
N: 0.752341 0.729153 2.193975
C: 0.605543 3.018428 1.346073
H: 3.102845 -5.371054 -2.486086
O: -3.591628 0.683664 -1.070743
C: 2.667745 2.555616 0.059581
C: -5.540659 3.937088 0.840438
H: -0.469629 3.009897 1.205922
C: 1.778600 -0.190857 2.629821
H: 2.914378 -0.761858 -0.157914
H: -1.798645 4.247542 -0.061963
C: -3.501745 2.947644 0.052896
H: 2.508745 -3.310468 2.158954
C: -5.659408 6.368995 1.514866
C: 0.774596 -3.767636 -3.111690
C: 1.400003 -3.623924 -0.729612
H: 1.568519 -6.137616 -2.876533
H: 3.704768 -0.857115 1.939371
C: 3.024119 -0.023489 1.756518
C: 0.931737 2.133064 2.552267
H: -0.041660 -4.415040 -3.445611
H: -5.915597 7.036180 0.686465
H: 2.827927 -7.253354 -0.976905
N: 1.210158 2.441991 0.153470
H: 1.971656 2.290573 2.850820
H: 0.524838 -0.548225 -4.176964
C: 1.434382 1.317031 -3.596981
C: -4.902206 5.161973 1.015918
H: 3.200225 1.095690 -1.407843
C: 1.628965 -3.776066 1.695947
C: -2.690086 -0.108734 1.622012
H: -3.036308 6.211022 0.820895
H: 3.049335 2.868283 1.034833

Cartesian forces, eV/Å:
N -0.48 -0.59 -0.31
S -0.56 1.07 0.48
H 0.05 0.01 -0.02
O 0.13 -0.07 -0.17
C -0.06 0.01 0.01
H 0.02 0.13 0.04
O 0.19 -0.42 -0.27
H -0.07 0.14 0.27
Pr 2.23 -0.20 1.15
H -0.04 -0.04 -0.04
O -0.08 -0.15 0.19
H -0.08 0.07 0.02
H -0.27 0.39 0.14
H -0.02 -0.01 0.04
C 0.31 0.06 -0.14
H -0.25 -0.13 0.15
H 0.19 -0.04 -0.18
C -0.03 0.05 0.02
O -0.29 -0.33 -0.33
O -0.55 0.25 0.22
H 0.04 0.22 -0.19
C -0.13 0.16 0.09
H 0.06 0.02 0.04
O -0.26 -0.09 0.12
C 0.00 0.09 0.33
N 0.11 -0.24 -0.09
H 0.02 -0.03 0.00
H -0.09 -0.19 0.00
H -0.04 0.03 0.11
H -0.02 -0.02 0.09
N -0.75 -0.20 -0.27
O -0.03 -0.13 -0.49
N 0.04 0.06 -0.03
C -0.17 0.06 0.28
H 0.05 -0.02 0.13
H 0.05 -0.01 -0.02
N 0.12 0.11 0.01
Cl 0.38 0.10 -0.37
H 0.03 0.13 -0.04
C -0.03 -0.01 0.02
H 0.02 -0.04 0.01
C 0.03 0.07 -0.07
S 0.47 -0.12 -0.15
H 0.07 0.01 0.05
H 0.07 0.12 0.03
C -0.18 0.10 -0.03
H 0.05 0.00 -0.01
H -0.12 -0.12 -0.08
N -0.08 0.23 0.25
C 0.25 -0.31 0.02
H 0.05 0.01 -0.09
O -0.36 -0.29 -0.20
C -0.15 -0.33 0.13
C 0.05 0.04 0.00
H -0.13 0.03 -0.04
C 0.10 0.18 -0.29
H 0.11 -0.03 -0.02
H -0.20 -0.01 0.06
C 0.07 0.25 0.14
H -0.02 -0.01 -0.04
C 0.05 -0.05 -0.04
C 0.12 -0.48 -0.07
C -0.08 -0.03 0.28
H -0.07 -0.05 -0.08
H 0.10 -0.06 0.01
C -0.18 0.14 -0.06
C 0.12 -0.10 -0.30
H 0.03 -0.02 0.03
H 0.01 -0.03 0.05
H -0.03 0.05 -0.01
N -0.11 0.31 -0.16
H 0.00 -0.01 0.05
H -0.11 -0.09 0.00
C -0.11 0.25 0.44
C 0.01 0.00 0.01
H -0.02 -0.08 -0.24
C 0.15 0.00 -0.15
C 0.34 0.29 -0.40
H -0.05 -0.10 -0.03
H 0.01 0.06 0.00

Net charge ... -1
HOMO-LUMO gap (spin up / spin down) ... 8.093 / 8.120 eV
Relative energy (zero: lowest compared OMol25 entry of this formula, charge and spin) ... 0.068 eV
E ... -99547.273 eV
Multiplicity ... 3
LUMO (spin up / spin down) ... 2.342 / 2.342 eV

Mulliken population analysis, charges in e, atoms 1 to 8: 0.070, 1.952, 0.351, -0.812, -0.509, 0.440, -0.170, 0.282



Look up the E of the first one. -8809.518 eV



Which of these has the lowest relative energy (zero: lowest compared OMol25 entry of this formula, charge and spin)? C23H38ClN7O8PrS2



What is the relative energy (zero: lowest compared OMol25 entry of this formula, charge and spin) in the first record? 1.010 eV